Molecular formula: C19H20ClN4Ru
Method: DFT, ωB97M-V with the def2-TZVPD basis set

Each line ends with the Mulliken charge.
Positions of all 45 atoms, in Å:
Ru  -0.142  0.133  -0.168  0.3834
C  -0.691  -1.337  2.184  -0.9400
N  0.008  -0.052  1.879  0.3561
C  1.474  -0.107  2.156  -0.9401
C  2.180  0.936  1.331  0.7961
C  3.309  1.598  1.762  -1.0747
C  3.939  2.488  0.897  -0.3578
C  3.409  2.691  -0.364  -0.8552
C  2.263  2.003  -0.725  -0.2738
N  1.664  1.142  0.101  0.4240
C  -0.635  1.111  2.581  -1.2517
C  -1.246  2.142  1.663  0.7358
C  -1.904  3.241  2.187  -1.0651
C  -2.442  4.178  1.319  -0.3203
C  -2.317  3.985  -0.050  -0.8763
C  -1.660  2.858  -0.499  -0.4139
N  -1.131  1.958  0.342  0.5104
C  -1.939  -1.477  1.347  0.9328
C  -3.056  -2.145  1.804  -1.0796
C  -4.133  -2.322  0.944  -0.3125
C  -4.061  -1.818  -0.344  -0.8696
C  -2.918  -1.146  -0.733  -0.1929
N  -1.877  -0.980  0.092  0.3517
H  -0.917  -1.419  3.249  0.4195
H  -0.005  -2.146  1.927  0.3775
H  1.827  -1.095  1.855  0.4099
H  1.679  0.019  3.221  0.4388
H  3.700  1.417  2.754  0.4884
H  4.831  3.013  1.211  0.4532
H  3.866  3.373  -1.066  0.4442
H  1.808  2.131  -1.699  0.4683
H  0.119  1.599  3.200  0.5510
H  -1.401  0.728  3.257  0.5522
H  -1.993  3.363  3.259  0.5098
H  -2.956  5.048  1.707  0.4487
H  -2.724  4.690  -0.760  0.4437
H  -1.545  2.652  -1.555  0.5308
H  -3.082  -2.531  2.815  0.4806
H  -5.017  -2.848  1.280  0.4502
H  -4.876  -1.935  -1.043  0.4410
H  -2.815  -0.726  -1.724  0.4584
Cl  0.012  -0.090  -2.583  -0.1076
C  0.870  -1.152  -1.373  -0.7438
H  1.936  -1.048  -1.541  0.4091
H  0.511  -2.169  -1.505  0.4092

Its charge is +2. As for the lowest unoccupied orbital energy (spin up / spin down): -5.9 / -7.7 eV. For the orbital gap (spin up / spin down), the calculation gives 9.87 / 7.77 eV. For the total energy, the calculation gives -41079.20303 eV. As for the expectation value of S²: 0.7543. For the HOMO energy (spin up / spin down), the calculation gives -15.75 / -15.47 eV. Its multiplicity is 2.